# 1
ORCA calculation (ωB97M-V/def2-TZVPD) on the molecule C9H16N2Si at a distorted geometry.

Calculated total energy ... -20449.7210 eV
Energy relative to the best compared isomer or geometry (same formula, charge and spin) ... 0.0 kcal/mol

Bonds (Å) are listed after each position.
Atoms and positions in Å:
1 C -0.5257 1.0842 1.8390  N2 1.398, H13 1.059, H14 1.051, H15 1.032
2 N -0.1720 0.4092 0.6674  C1 1.398, C3 1.388, Si9 1.987
3 C -1.1628 -0.1602 -0.1213  N2 1.388, C4 1.367, C8 1.432
4 C -0.8903 -1.0700 -1.1049  C3 1.367, C5 1.373, H16 1.040
5 C -1.8804 -1.4197 -1.9889  C4 1.373, C6 1.363, H17 1.058
6 C -3.1785 -1.0504 -1.7987  C5 1.363, C7 1.408, H18 1.116
7 C -3.5171 -0.4354 -0.5784  C6 1.408, C8 1.349, H19 1.108
8 C -2.5388 0.0741 0.1984  C3 1.432, C7 1.349, H20 1.045
9 Si 1.7100 -0.1179 0.3077  N2 1.987, C10 2.012, C11 1.917, N12 1.765
10 C 1.7651 1.1568 -1.2483  Si9 2.012, H21 1.088, H22 1.125, H23 1.029
11 C 2.5453 0.6186 1.8676  Si9 1.917, H24 1.109, H25 1.163, H26 1.148
12 N 2.8130 -1.3992 -0.2002  Si9 1.765, H27 1.016, H28 1.056
13 H -1.3572 1.7283 1.7162  C1 1.059
14 H -0.7665 0.4969 2.6769  C1 1.051
15 H 0.3278 1.6303 2.0353  C1 1.032
16 H -0.0231 -1.5978 -1.3282  C4 1.040
17 H -1.5787 -1.8867 -2.8887  C5 1.058
18 H -4.0266 -1.3672 -2.4511  C6 1.116
19 H -4.5777 -0.3127 -0.2809  C7 1.108
20 H -2.8302 0.6888 0.9921  C8 1.045
21 H 1.4190 2.1657 -1.0316  C10 1.088
22 H 2.8578 1.3923 -1.1209  C10 1.125
23 H 1.5568 0.7430 -2.1671  C10 1.029
24 H 2.4866 1.7252 1.8996  C11 1.109
25 H 1.8916 0.1869 2.7270  C11 1.163
26 H 3.6068 0.3127 2.1782  C11 1.148
27 H 3.1728 -2.0891 0.4526  N12 1.016
28 H 2.8730 -1.5068 -1.2489  N12 1.056



# 2
ORCA calculation (ωB97M-V/def2-TZVPD) on a cluster of 2 separate species, C9H16N3O in total at a distorted geometry.

Calculated total energy ... -16103.5556 eV
Total charge ... +1
Energy relative to the best compared isomer or geometry (same formula, charge and spin) ... 38.2 kcal/mol

Bonds (Å) are listed after each position.
Atoms and positions in Å:
1 C 0.5301 0.9121 2.9887  N3 1.481, H11 1.112, H12 1.117, H13 1.134
2 C 1.3960 1.6341 0.7585  N3 1.363, N4 1.375, N5 1.355
3 N 1.2057 0.6617 1.6948  C1 1.481, C2 1.363, H6 0.988
4 N 1.1767 2.9481 1.0983  C2 1.375, H7 0.980, H8 1.021
5 N 1.4905 1.2404 -0.5344  C2 1.355, H9 1.042, H10 0.984
6 H 0.9876 -0.2480 1.3758  N3 0.988
7 H 1.2948 3.1091 2.0577  N4 0.980
8 H 1.4203 3.7052 0.4589  N4 1.021
9 H 1.0677 0.3413 -0.8491  N5 1.042
10 H 1.8515 1.8119 -1.2496  N5 0.984
11 H 0.1427 -0.0362 3.4203  C1 1.112
12 H -0.3704 1.5734 2.9855  C1 1.117
13 H 1.3651 1.2535 3.6760  C1 1.134
14 C -1.0387 -0.5795 -3.4449  C16 1.475, H24 1.178, H25 1.106, H29 1.054
15 C -1.4427 -0.0525 -1.0386  C16 1.371, C17 1.416, H22 1.154
16 C -0.7336 -0.7137 -2.0079  C14 1.475, C15 1.371, C18 1.432
17 C -1.3979 -0.4585 0.3167  C15 1.416, C19 1.387, H23 1.044
18 C -0.0250 -1.9173 -1.6909  C16 1.432, C20 1.400, H26 1.196
19 C -0.7132 -1.6347 0.5824  C17 1.387, C20 1.382, O21 1.390
20 C 0.0600 -2.3035 -0.3478  C18 1.400, C19 1.382, H27 1.144
21 O -0.4589 -2.2293 1.8127  C19 1.390, H28 0.964
22 H -2.2544 0.7390 -1.2517  C15 1.154
23 H -1.7977 0.1658 1.0517  C17 1.044
24 H -2.1788 -0.3367 -3.6166  C14 1.178
25 H -1.1042 -1.5760 -3.9197  C14 1.106
26 H 0.6217 -2.4261 -2.5590  C18 1.196
27 H 0.6736 -3.2000 0.0098  C20 1.144
28 H -1.2340 -2.4286 2.3500  O21 0.964
29 H -0.5342 0.0451 -4.1276  C14 1.054



# 3
ORCA calculation (ωB97M-V/def2-TZVPD) on a cluster of 2 separate species, C9H16N3O in total at a distorted geometry.

Calculated total energy ... -16102.2210 eV
Total charge ... +1
Energy relative to the best compared isomer or geometry (same formula, charge and spin) ... 69.0 kcal/mol

Bonds (Å) are listed after each position.
Atoms and positions in Å:
1 C -2.2765 -2.5041 0.1682  N3 1.455, H11 1.259, H12 1.209, H13 1.111
2 C -0.0218 -2.4829 1.0692  N3 1.352, N4 1.370, N5 1.344
3 N -1.3546 -2.5223 1.2939  C1 1.455, C2 1.352, H6 1.035
4 N 0.3086 -2.0201 -0.1769  C2 1.370, H7 1.042, H8 1.048
5 N 0.8838 -2.8056 2.0086  C2 1.344, H9 1.020, H10 1.078
6 H -1.6980 -2.9733 2.1595  N3 1.035
7 H -0.0091 -1.0360 -0.3062  N4 1.042
8 H 1.2911 -2.1802 -0.5045  N4 1.048
9 H 0.8574 -3.2612 2.9209  N5 1.020
10 H 1.8824 -2.8247 1.6033  N5 1.078
11 H -2.9478 -3.5676 0.1018  C1 1.259
12 H -1.8099 -2.6173 -0.9415  C1 1.209
13 H -3.0943 -1.7634 0.0390  C1 1.111
14 C -1.0972 3.8090 -1.2000  C20 1.509, H27 1.200, H28 1.048, H29 1.055
15 C 1.6765 0.7346 -0.2678  C16 1.409, C17 1.391, O21 1.395
16 C 1.0260 0.7437 -1.5177  C15 1.409, C18 1.401, H22 1.112
17 C 1.3088 1.5660 0.7850  C15 1.391, C19 1.385, H24 1.136
18 C -0.0265 1.6301 -1.7797  C16 1.401, C20 1.423, H25 1.123
19 C 0.3524 2.5111 0.4524  C17 1.385, C20 1.389, H26 1.103
20 C -0.2812 2.6109 -0.7801  C14 1.509, C18 1.423, C19 1.389
21 O 2.8827 0.0542 -0.1032  C15 1.395, H23 1.085
22 H 1.4245 -0.0559 -2.1794  C16 1.112
23 H 3.0036 0.3104 0.9441  O21 1.085
24 H 1.7317 1.2701 1.7966  C17 1.136
25 H -0.4045 1.6312 -2.8371  C18 1.123
26 H 0.3308 3.4447 1.0394  C19 1.103
27 H -1.4312 4.4062 -0.2146  C14 1.200
28 H -1.9351 3.4465 -1.7150  C14 1.048
29 H -0.5729 4.4461 -1.8581  C14 1.055



# 4
ORCA calculation (ωB97M-V/def2-TZVPD) on a cluster of 2 separate species, C9H16N3O in total at a distorted geometry.

Calculated total energy ... -16104.5407 eV
Total charge ... +1
Energy relative to the best compared isomer or geometry (same formula, charge and spin) ... 15.5 kcal/mol

Bonds (Å) are listed after each position.
Atoms and positions in Å:
1 C 0.9745 -3.4682 -1.2371  N4 1.459, H11 1.092, H12 1.085, H13 1.087
2 C -0.7830 -2.0152 -2.0980  N3 1.325, N4 1.304, N5 1.400
3 N -1.7408 -1.1151 -1.9338  C2 1.325, H6 1.018, H7 1.005
4 N -0.0609 -2.4488 -1.1030  C1 1.459, C2 1.304, H8 1.010
5 N -0.6325 -2.5915 -3.3646  C2 1.400, H9 1.005, H10 1.008
6 H -1.7961 -0.6448 -1.0321  N3 1.018
7 H -2.3167 -0.7327 -2.6629  N3 1.005
8 H -0.0900 -1.9814 -0.2076  N4 1.010
9 H -0.3266 -2.0155 -4.1287  N5 1.005
10 H -1.3619 -3.2663 -3.5346  N5 1.008
11 H 1.9123 -2.9730 -1.4968  C1 1.092
12 H 0.7672 -4.1876 -2.0228  C1 1.085
13 H 1.1395 -4.0275 -0.3194  C1 1.087
14 C 1.3801 4.1080 2.0181  C20 1.490, H27 1.097, H28 1.089, H29 1.097
15 C -0.5984 0.4348 1.1410  C16 1.380, C17 1.388, O21 1.412
16 C -0.6321 0.9526 2.4192  C15 1.380, C18 1.385, H23 1.085
17 C 0.0998 1.0674 0.1213  C15 1.388, C19 1.389, H24 1.083
18 C 0.0748 2.1132 2.6866  C16 1.385, C20 1.400, H25 1.074
19 C 0.7497 2.2617 0.4051  C17 1.389, C20 1.387, H26 1.082
20 C 0.6579 2.8567 1.6542  C14 1.490, C18 1.400, C19 1.387
21 O -1.3246 -0.7276 0.8003  C15 1.412, H22 0.971
22 H -1.4351 -1.2239 1.6274  O21 0.971
23 H -1.3041 0.5377 3.1625  C16 1.085
24 H 0.2228 0.5119 -0.7999  C17 1.083
25 H 0.1951 2.4995 3.6815  C18 1.074
26 H 1.4861 2.6090 -0.3077  C19 1.082
27 H 0.7057 4.8214 2.5084  C14 1.097
28 H 1.8998 4.6344 1.2184  C14 1.089
29 H 2.1374 4.0108 2.8052  C14 1.097



no.,HOMO level (eV)
1,-7.311
2,-12.194
3,-11.410
4,-11.707